1.
{
  "formula": "C24H44N8O12S",
  "method": "wB97M-V/def2-TZVPD",
  "homo_energy_ev": -8.4,
  "multiplicity": 1,
  "e_lumo_ev": -1.5,
  "homo_lumo_gap_ev": 7.0,
  "species": ["C", "O", "C", "C", "C", "C", "C", "C", "C", "C", "C", "C", "C", "N", "C", "C", "C", "O", "C", "C", "O", "O", "C", "N", "S", "N", "C", "C", "N", "H", "H", "H", "H", "H", "H", "H", "H", "H", "H", "H", "H", "H", "H", "H", "H", "H", "H", "H", "H", "H", "H", "H", "H", "H", "H", "H", "H", "H", "H", "H", "H", "C", "N", "O", "O", "H", "H", "H", "C", "N", "O", "O", "H", "H", "H", "C", "N", "O", "O", "H", "H", "H", "C", "N", "O", "O", "H", "H", "H"],
  "positions_angstrom": [[3.46216, -4.19263, 1.44085], [2.09675, -4.45776, 1.03057], [1.93612, -4.16302, -0.38268], [0.46736, -4.46594, -0.94804], [-0.72246, -4.24460, 0.12071], [-2.11814, -4.34209, -0.72517], [-3.19742, -3.22008, -0.30211], [-3.45795, -2.09925, -1.45781], [-3.33264, -0.56684, -0.86252], [-2.43620, 0.38669, -1.81000], [-1.77772, 1.65418, -1.07086], [-1.09581, 1.33147, 0.33510], [0.42883, 0.95668, 0.43148], [1.38826, 0.88370, -0.68727], [1.80294, 2.23147, -1.18611], [0.95684, -0.02616, -1.76197], [0.74109, 0.46596, -3.29832], [0.70628, -1.24219, -1.52931], [0.99014, 0.64418, 1.86571], [2.53118, 0.22518, 2.00519], [2.83009, -0.37653, 3.29422], [3.89026, 0.26480, 3.86816], [0.02493, 0.75239, 3.11631], [0.33155, 0.55048, 4.52635], [-1.08115, 0.85035, 5.45740], [-2.28981, 1.25607, 4.27501], [-1.50202, 1.15130, 3.07265], [-2.01329, 1.42073, 1.60674], [-3.43623, 1.82409, 1.38155], [3.44971, -3.68010, 2.47090], [4.03114, -3.49762, 0.72604], [4.07896, -5.15907, 1.54547], [2.31110, -3.09418, -0.55561], [2.66260, -4.86093, -0.95659], [0.21206, -3.83071, -1.87311], [0.47546, -5.56623, -1.31624], [-0.64335, -3.27436, 0.71916], [-0.62959, -5.10566, 0.88716], [-2.57504, -5.36188, -0.42558], [-1.94165, -4.33096, -1.85491], [-4.20418, -3.75417, -0.10208], [-2.86810, -2.76919, 0.69643], [-2.75375, -2.27653, -2.34882], [-4.55639, -2.22563, -1.80317], [-4.39702, -0.12671, -0.86020], [-2.94109, -0.68912, 0.20408], [-3.09403, 0.81658, -2.66389], [-1.66669, -0.30491, -2.33001], [-0.99187, 2.10808, -1.77420], [-2.59567, 2.45637, -0.94481], [0.92390, 2.92437, -1.44023], [2.40232, 2.72643, -0.32573], [2.54698, 2.08577, -2.03975], [-0.06948, -0.18906, -3.80268], [1.69928, 0.41087, -3.91989], [0.31513, 1.54325, -3.34753], [3.17814, 1.12854, 1.73862], [2.72860, -0.59945, 1.21194], [4.65119, 0.07186, 3.26703], [-4.07421, 1.02981, 1.54058], [-3.66508, 2.59493, 2.04242], [3.23662, 0.58484, 7.02183], [3.80976, 0.05447, 8.28678], [4.99874, -0.22543, 8.29054], [3.04579, -0.06240, 9.23238], [4.02383, 0.63473, 6.27270], [2.44768, -0.09736, 6.70650], [2.84053, 1.57795, 7.23174], [-6.46110, 1.36638, -3.29591], [-6.05199, -0.05829, -3.18831], [-6.70192, -0.77260, -2.44069], [-5.09086, -0.40849, -3.85973], [-7.32126, 1.53433, -2.65001], [-5.61530, 1.97595, -2.97847], [-6.71755, 1.55684, -4.33752], [4.97043, 1.81475, -6.10249], [3.51513, 1.62905, -5.86419], [2.81555, 2.62898, -5.85792], [3.12607, 0.48379, -5.69155], [5.17122, 2.87607, -6.23832], [5.49785, 1.43077, -5.22986], [5.23045, 1.25469, -7.00009], [0.07019, 5.30058, 1.71717], [0.27434, 5.45052, 0.25250], [1.33938, 5.06699, -0.20809], [-0.64080, 5.94666, -0.38373], [0.96002, 4.84759, 2.15122], [-0.09659, 6.29538, 2.12914], [-0.79952, 4.66021, 1.86373]]
}

=====

2.
{
  "formula": "C12H44N4O10",
  "method": "wB97M-V/def2-TZVPD",
  "homo_energy_ev": -8.9,
  "multiplicity": 1,
  "e_lumo_ev": 0.2,
  "relative_energy_kcal_mol": 59.6,
  "homo_lumo_gap_ev": 9.1,
  "species": ["N", "C", "N", "O", "H", "H", "H", "H", "N", "C", "N", "O", "H", "H", "H", "H", "C", "C", "O", "H", "H", "H", "H", "H", "H", "C", "C", "O", "H", "H", "H", "H", "H", "H", "C", "O", "H", "H", "H", "H", "C", "O", "H", "H", "H", "H", "C", "O", "H", "H", "H", "H", "C", "O", "H", "H", "H", "H", "C", "O", "H", "H", "H", "H", "C", "O", "H", "H", "H", "H"],
  "positions_angstrom": [[-1.21523, 4.06363, -1.70145], [-0.54056, 3.10561, -1.21597], [0.61431, 3.50128, -0.77645], [-0.94807, 1.78135, -1.37617], [-2.04969, 3.75154, -2.23157], [-0.84287, 4.95231, -1.90489], [1.18342, 2.75781, -0.43917], [0.71714, 4.43903, -0.28853], [-0.22320, 0.18198, 1.14546], [0.71104, -0.71944, 1.36992], [1.27544, -1.02948, 0.22563], [1.15656, -1.21235, 2.59495], [-0.83468, 0.44647, 1.96068], [-0.45186, 0.59775, 0.24714], [1.93363, -1.78747, 0.11906], [0.76608, -0.82340, -0.63078], [-2.83099, -2.23591, 1.45602], [-4.15603, -2.95846, 1.55854], [-5.12271, -1.98341, 1.22290], [-2.67217, -1.84099, 0.42227], [-2.00262, -2.90467, 1.70656], [-2.73504, -1.43588, 2.12964], [-4.12719, -3.32186, 2.54247], [-4.08288, -3.76540, 0.87654], [-5.10166, -1.97296, 0.22963], [-0.83713, 3.52476, 2.14580], [-2.28303, 2.95308, 2.11290], [-2.28703, 1.64298, 2.63699], [-0.16120, 2.88310, 1.56977], [-0.41305, 3.63302, 3.18545], [-0.83463, 4.47064, 1.69780], [-2.77414, 2.84088, 1.13862], [-2.96520, 3.50713, 2.79664], [-3.14633, 1.20944, 2.65207], [2.88001, -3.95522, -0.06206], [2.67194, -3.12277, -1.15917], [2.14686, -3.96931, 0.75314], [3.83900, -3.60557, 0.36605], [3.05030, -4.91924, -0.44252], [3.50302, -3.00385, -1.64242], [2.56404, 2.09425, 1.44458], [2.36387, 1.58314, 0.20759], [1.80636, 1.82161, 2.16163], [2.59263, 3.19446, 1.41210], [3.51668, 1.66171, 1.85522], [2.01068, 0.69285, 0.30713], [1.74819, -0.06746, -2.77933], [0.47300, -0.63246, -2.37307], [2.26659, 0.27204, -1.88386], [1.67318, 0.82662, -3.38922], [2.38152, -0.71144, -3.31533], [-0.17328, -0.55260, -3.05482], [5.03803, -0.41917, -0.97724], [5.29737, 0.88879, -0.49769], [4.71872, -0.48674, -1.99658], [4.29570, -0.83636, -0.35295], [5.96500, -0.99211, -0.98591], [4.53131, 1.42073, -0.75894], [-0.81478, -3.39418, -0.98671], [-0.00192, -3.78051, -2.02770], [-0.22214, -3.35693, -0.07134], [-1.60262, -4.08940, -0.72152], [-1.25410, -2.37149, -1.13409], [0.84298, -3.34089, -1.83155], [-3.71796, 0.83479, -0.57891], [-3.26605, 0.34970, -1.83383], [-4.51612, 0.28570, -0.23858], [-4.01209, 1.90867, -0.74440], [-2.93312, 0.89130, 0.16800], [-2.38123, 0.62921, -2.01417]]
}

=====

3.
{
  "formula": "C4H3FO6Tm",
  "method": "wB97M-V/def2-TZVPD",
  "homo_energy_ev": [-16.4, -16.4],
  "total_charge": 2,
  "multiplicity": 4,
  "e_lumo_ev": [-10.5, -12.3],
  "homo_lumo_gap_ev": [6.0, 4.1],
  "species": ["C", "C", "O", "C", "O", "O", "O", "F", "H", "H", "O", "C", "O", "Tm", "H"],
  "positions_angstrom": [[0.21055, -0.75463, -1.21420], [1.14649, -1.61274, -0.39337], [2.33745, -0.96371, 0.04247], [2.36734, -0.00849, 0.91790], [1.47260, 0.76283, 1.24971], [3.53843, 0.18231, 1.42472], [0.16333, 0.45724, -1.20932], [-0.22873, -1.39723, -2.26506], [1.47977, -2.47281, -0.98183], [0.57359, -1.97861, 0.47414], [-4.38951, 1.62448, 0.87223], [-3.29021, 1.42735, 0.39581], [-2.26203, 2.17439, 0.55369], [-0.04734, 2.14649, 0.32278], [-3.07173, 0.41314, -0.18966]]
}

=====

4.
{
  "formula": "C2H6O3",
  "method": "wB97M-V/def2-TZVPD",
  "homo_energy_ev": -10.5,
  "multiplicity": 1,
  "e_lumo_ev": 0.8,
  "relative_energy_kcal_mol": 35.6,
  "homo_lumo_gap_ev": 11.2,
  "species": ["O", "C", "O", "H", "H", "C", "O", "H", "H", "H", "H"],
  "positions_angstrom": [[-3.02988, -0.99458, 0.66752], [-2.10110, -1.22014, -0.05222], [-1.46708, -0.21594, -0.69476], [-1.55569, -2.15764, -0.13729], [-1.92811, 0.56655, -0.33816], [3.45492, 0.65596, 0.00856], [2.23552, 1.35328, 0.08374], [4.39738, 1.19409, -0.18001], [3.29213, -0.04472, -0.80292], [3.80209, 0.05663, 0.86183], [2.35900, 2.26294, 0.40152]]
}

=====

Q: What is the formula in the third record?
A: C4H3FO6Tm